Density functional theory data (wB97M-V/def2-TZVPD) for a 8-piece molecular cluster, C45H105BFN3O14PS overall at a distorted geometry.

The geometry in XYZ format:
```
171
Properties=species:S:1:pos:R:3
C -0.274 -3.403 4.191
C -0.878 -2.004 3.980
O -2.202 -2.004 3.443
B -2.314 -2.409 2.137
O -2.238 -3.781 1.872
C -2.617 -1.476 0.849
C -3.523 -0.289 1.316
N -3.112 1.056 0.907
S -4.104 1.855 -0.136
O -4.936 2.708 0.632
O -4.881 1.026 -0.999
F -3.268 2.832 -1.087
C -1.675 1.328 0.864
P -1.223 2.045 2.577
C -1.737 3.835 2.675
C -1.995 4.552 1.317
C 0.656 2.061 2.694
C 1.164 2.875 3.926
C -0.767 0.073 0.644
N -1.434 -1.079 0.003
C -2.017 -0.775 -1.383
C -1.340 0.340 -2.187
C 0.166 0.181 -2.521
C 0.892 1.549 -2.751
C 1.849 1.786 -1.555
C 2.732 3.050 -1.671
O 4.144 2.772 -1.528
C 4.450 2.418 -0.245
C 4.938 3.476 0.756
O 4.385 1.303 0.131
C -0.498 -2.243 -0.274
C 0.759 -2.300 0.625
N 1.542 -3.510 0.223
C 2.342 -3.236 -1.003
C 3.778 -3.817 -0.948
C 2.414 -3.773 1.383
C 3.234 -2.663 2.064
O 2.451 -4.866 1.820
H 0.125 -3.830 3.248
H 0.594 -3.379 4.871
H -0.983 -4.145 4.584
H -0.140 -1.391 3.429
H -0.948 -1.541 4.976
H -1.317 -4.051 1.724
H -3.240 -2.097 0.184
H -4.536 -0.467 0.919
H -3.674 -0.255 2.408
H -1.371 2.114 0.159
H -1.005 4.444 3.228
H -2.648 3.859 3.292
H -1.884 5.638 1.463
H -1.303 4.263 0.510
H -3.028 4.393 0.984
H 1.130 2.477 1.786
H 1.002 1.022 2.827
H 1.771 2.235 4.580
H 1.828 3.698 3.614
H 0.339 3.347 4.476
H -0.427 -0.179 1.664
H 0.127 0.432 0.124
H -2.025 -1.680 -2.012
H -3.088 -0.518 -1.327
H -1.863 0.377 -3.160
H -1.485 1.358 -1.789
H 0.754 -0.315 -1.728
H 0.254 -0.437 -3.424
H 1.509 1.414 -3.656
H 0.190 2.376 -2.930
H 1.202 1.931 -0.666
H 2.487 0.905 -1.393
H 2.583 3.635 -2.587
H 2.475 3.726 -0.830
H 5.983 3.202 0.973
H 4.415 3.407 1.717
H 4.903 4.486 0.330
H -1.044 -3.198 -0.315
H -0.075 -2.168 -1.287
H 0.535 -2.428 1.696
H 1.428 -1.435 0.462
H 2.338 -2.174 -1.311
H 1.848 -3.794 -1.821
H 4.232 -3.738 -1.949
H 3.782 -4.883 -0.690
H 4.438 -3.226 -0.293
H 2.798 -2.529 3.068
H 3.217 -1.699 1.533
H 4.287 -2.967 2.130
C 3.395 -6.805 4.896
C 2.164 -7.492 5.467
C 1.792 -8.722 4.654
O 1.071 -6.576 5.474
H 3.210 -6.469 3.871
H 3.648 -5.918 5.481
H 4.255 -7.477 4.892
H 2.349 -7.780 6.503
H 1.558 -8.447 3.621
H 0.902 -9.198 5.067
H 2.605 -9.451 4.644
H 0.907 -6.318 4.559
C -1.069 -6.392 0.201
C -0.251 -7.039 -0.901
C 0.405 -8.323 -0.419
O 0.753 -6.123 -1.347
H -0.430 -6.125 1.053
H -1.525 -5.465 -0.157
H -1.860 -7.055 0.554
H -0.891 -7.254 -1.758
H 1.088 -8.120 0.412
H 0.999 -8.771 -1.217
H -0.340 -9.048 -0.089
H 1.323 -5.925 -0.592
C -6.334 8.116 0.106
C -5.376 7.033 0.578
C -5.782 5.664 0.052
O -5.349 7.007 2.005
H -7.347 7.921 0.469
H -6.036 9.089 0.498
H -6.361 8.173 -0.984
H -4.363 7.269 0.244
H -6.776 5.387 0.412
H -5.094 4.902 0.405
H -5.791 5.648 -1.041
H -6.238 6.800 2.315
C -0.506 1.586 -7.515
C 0.431 0.971 -6.487
C 1.229 -0.177 -7.082
O -0.328 0.499 -5.367
H -1.227 0.846 -7.872
H -1.078 2.402 -7.072
H 0.048 1.973 -8.372
H 1.113 1.736 -6.110
H 0.564 -0.975 -7.425
H 1.891 -0.615 -6.332
H 1.834 0.157 -7.926
H -0.936 -0.178 -5.689
C 1.781 7.708 -4.276
C 1.396 6.340 -3.735
C 0.284 5.710 -4.560
O 0.972 6.466 -2.375
H 0.928 8.393 -4.239
H 2.572 8.151 -3.670
H 2.129 7.642 -5.308
H 2.271 5.686 -3.737
H -0.617 6.329 -4.532
H 0.012 4.733 -4.154
H 0.587 5.583 -5.601
H 0.199 7.044 -2.359
C 6.233 8.682 -1.408
C 5.842 7.315 -0.870
C 4.726 6.693 -1.695
O 5.418 7.437 0.489
H 5.384 9.370 -1.369
H 7.027 9.119 -0.801
H 6.580 8.616 -2.441
H 6.712 6.656 -0.874
H 3.826 7.314 -1.666
H 4.448 5.718 -1.292
H 5.029 6.567 -2.736
H 4.648 8.018 0.507
C -5.746 -8.601 2.413
C -4.377 -7.951 2.297
C -4.281 -6.706 3.166
O -4.124 -7.603 0.933
H -6.530 -7.916 2.078
H -5.804 -9.486 1.778
H -5.958 -8.896 3.442
H -3.605 -8.664 2.591
H -5.018 -5.959 2.855
H -3.297 -6.243 3.067
H -4.450 -6.944 4.218
H -4.799 -6.972 0.658
```

HOMO level: -10.9 eV
net charge: +1
orbital gap: 8.63 eV



Density functional theory data (wB97M-V/def2-TZVPD) for a 9-piece molecular cluster, C45H109N7O9 overall at a distorted geometry.

The geometry in XYZ format:
```
170
Properties=species:S:1:pos:R:3
C 10.713 27.259 -6.034
C 9.275 27.692 -5.677
C 9.035 29.270 -5.421
C 8.473 27.353 -7.017
C 8.187 25.832 -7.200
C 7.522 25.267 -5.985
C 8.241 25.510 -4.660
C 7.256 25.160 -3.610
C 9.401 24.503 -4.686
N 8.666 26.916 -4.531
O 9.288 27.285 -3.333
H 10.799 26.423 -6.728
H 11.338 28.072 -6.404
H 11.444 27.084 -5.245
H 9.710 29.859 -6.042
H 8.020 29.565 -5.687
H 9.280 29.601 -4.412
H 7.510 27.856 -6.930
H 8.924 27.710 -7.943
H 7.640 25.616 -8.117
H 9.104 25.320 -7.492
H 7.496 24.183 -6.095
H 6.472 25.546 -6.070
H 7.660 25.277 -2.605
H 6.770 24.193 -3.740
H 6.439 25.882 -3.603
H 8.921 23.526 -4.636
H 10.060 24.593 -3.822
H 10.169 24.603 -5.454
H 8.660 27.907 -2.959
C 2.230 23.013 -2.207
C 3.377 22.484 -3.056
C 3.903 23.360 -4.150
C 4.649 22.337 -2.207
C 4.504 21.192 -1.107
C 4.241 19.851 -1.839
C 2.938 19.903 -2.800
C 2.930 18.642 -3.831
C 1.729 19.799 -1.910
N 2.941 21.203 -3.630
O 1.885 21.359 -4.518
H 2.316 24.005 -1.764
H 1.332 23.233 -2.785
H 1.993 22.320 -1.399
H 3.395 23.612 -5.081
H 4.345 24.298 -3.816
H 4.741 23.002 -4.748
H 5.605 22.377 -2.729
H 4.659 23.252 -1.614
H 5.456 21.000 -0.613
H 3.753 21.455 -0.362
H 4.209 19.189 -0.974
H 5.128 19.497 -2.362
H 2.028 18.733 -4.437
H 2.931 17.637 -3.409
H 3.767 18.624 -4.528
H 0.822 20.136 -2.411
H 1.948 20.317 -0.976
H 1.582 18.774 -1.569
H 2.324 21.144 -5.345
C 5.249 19.341 -9.546
C 4.676 20.588 -8.726
C 5.782 20.790 -7.623
C 4.673 21.890 -9.555
C 3.495 22.064 -10.501
C 2.205 22.006 -9.629
C 2.031 20.706 -8.780
C 0.976 21.073 -7.684
C 1.582 19.608 -9.688
N 3.345 20.500 -8.054
O 3.332 19.446 -7.163
H 5.307 18.468 -8.897
H 4.625 19.013 -10.377
H 6.162 19.643 -10.058
H 6.745 21.050 -8.063
H 5.452 21.540 -6.904
H 5.865 19.914 -6.980
H 4.697 22.840 -9.020
H 5.522 21.891 -10.239
H 3.541 22.962 -11.116
H 3.556 21.314 -11.289
H 1.368 22.144 -10.313
H 2.329 22.878 -8.987
H -0.024 21.354 -8.011
H 1.203 22.044 -7.245
H 1.012 20.327 -6.890
H 0.787 19.800 -10.409
H 1.403 18.664 -9.174
H 2.392 19.347 -10.369
H 3.138 19.762 -6.278
C -1.143 20.392 0.225
O -0.305 20.484 1.336
C -0.887 21.340 2.365
C 0.325 21.861 3.117
C -0.104 22.689 4.380
N 1.159 22.832 2.309
H -0.601 19.862 -0.558
H -1.260 21.342 -0.296
H -2.037 19.789 0.383
H -1.453 22.178 1.956
H -1.538 20.798 3.051
H 1.096 21.173 3.463
H 0.693 23.069 5.019
H -0.658 22.047 5.064
H -0.798 23.464 4.054
H 2.043 22.972 2.778
H 1.447 22.429 1.429
C -0.527 16.409 0.594
O -1.318 17.309 1.334
C -1.760 16.766 2.616
C -0.715 16.720 3.788
C -1.263 16.455 5.187
N -0.159 18.077 3.861
H -1.072 15.541 0.221
H 0.235 15.947 1.223
H -0.096 17.067 -0.160
H -2.540 17.405 3.029
H -2.365 15.866 2.506
H 0.155 16.115 3.529
H -2.122 17.106 5.351
H -0.525 16.531 5.986
H -1.685 15.454 5.279
H 0.813 18.071 4.134
H -0.239 18.193 2.861
C -0.679 16.567 -5.878
O -0.278 15.180 -6.157
C 0.043 14.954 -7.581
C 0.835 13.614 -7.757
C 2.240 13.696 -7.150
N 0.922 13.301 -9.160
H -1.355 16.970 -6.632
H 0.140 17.287 -5.864
H -1.226 16.597 -4.936
H -0.823 15.083 -8.229
H 0.694 15.746 -7.950
H 0.371 12.813 -7.180
H 2.605 12.685 -6.970
H 2.254 14.333 -6.265
H 3.037 14.124 -7.758
H 1.489 13.958 -9.677
H -0.008 13.439 -9.529
C 2.233 27.110 -0.563
O 0.871 27.433 -0.443
C 0.121 27.630 -1.560
C 0.050 26.614 -2.723
C 1.272 26.582 -3.576
N -1.058 26.988 -3.603
H 2.797 27.612 -1.349
H 2.127 26.044 -0.766
H 2.725 26.997 0.404
H -0.866 27.706 -1.104
H 0.499 28.589 -1.914
H -0.127 25.624 -2.302
H 2.042 26.217 -2.896
H 1.547 27.418 -4.220
H 1.264 25.757 -4.288
H -0.935 27.966 -3.822
H -1.985 27.035 -3.205
C 4.949 15.742 -5.552
O 5.752 16.920 -5.309
H 4.066 16.168 -6.028
H 5.402 14.915 -6.098
H 4.568 15.405 -4.588
H 6.279 17.057 -6.100
C -1.197 23.747 -4.679
O -0.927 24.645 -5.757
H -1.329 22.765 -5.135
H -0.367 23.714 -3.973
H -2.104 24.056 -4.161
H -0.926 25.578 -5.531
```

HOMO level: -8.2 eV
SMILES: CC1(C)CCCC(C)(C)N1O.CC1(C)CCCC(C)(C)N1O.CC1(C)CCCC(C)(C)N1O.COC[C@H](C)N.COC[C@H](C)N.COC[C@H](C)N.COC[C@H](C)N.CO.CO
net charge: 0
orbital gap: 8.70 eV



Q: Which of these has the lowest net charge?
A: C45H109N7O9



Q: HOMO level of number 1 (C45H105BFN3O14PS)?
A: -10.9 eV